C3H10N2O2 | ωB97M-V/def2-TZVPD

XYZ file:
```
17
Properties=species:S:1:pos:R:3:forces:R:3:nbo_charge:R:1
C 0.802 1.264 0.587 1.8803 0.5554 -0.1225 -0.62
C -0.447 0.443 0.427 -0.7085 0.1103 2.5396 -0.16
N -1.720 1.090 0.650 -1.1167 -0.4184 -0.0477 -0.85
C -0.440 -0.474 -0.767 0.1837 0.5108 -1.0679 0.68
N -1.630 -1.072 -1.081 -1.0174 -0.5710 -0.0505 -0.85
O 0.581 -0.602 -1.422 -0.3254 -0.6739 0.2013 -0.62
H 1.082 1.807 -0.327 -0.1099 -0.1789 0.1266 0.22
H 1.662 0.609 0.848 -0.5453 0.1716 -0.5266 0.23
H 0.832 2.002 1.408 -0.8087 -0.3364 -0.2576 0.21
H -0.464 -0.178 1.343 0.4633 -0.6342 -0.7395 0.22
H -1.912 1.995 0.307 0.3201 1.0057 -0.7408 0.36
H -2.064 1.047 1.593 0.2138 -0.1133 0.0736 0.37
H -1.731 -1.977 -1.523 0.8013 0.4592 -0.3008 0.40
H -2.530 -0.625 -0.947 0.6262 0.1562 0.7337 0.41
O 2.599 -1.991 -0.127 0.5357 -0.8692 1.5647 -0.98
H 2.108 -2.035 -0.944 0.2974 1.0076 -0.4079 0.50
H 3.272 -1.303 -0.026 -0.6898 -0.1818 -0.9778 0.48
```
Positions in Å, forces in eV/Å.

Output
**SMILES**: C[C@@H](N)C(N)=O.O
**Net charge**: 0
**Strongest force on any atom**: 2.639 eV Å⁻¹
**Lowest unoccupied orbital energy**: 0.8 eV
**Energy relative to the best compared isomer or geometry (same formula, charge and spin)**: 115.08 kJ/mol
**Gap between HOMO and LUMO**: 10.19 eV

BH3OS | ωB97M-V/def2-TZVPD

XYZ file:
```
6
Properties=species:S:1:pos:R:3:forces:R:3:nbo_charge:R:1
B 2.753 -0.585 -0.492 -2.4469 1.3566 1.8884 0.32
S 1.666 0.175 0.436 0.9508 -0.2403 -0.5663 -0.24
H 3.267 -1.311 -1.142 1.4789 -1.1335 -1.3233 -0.08
O -1.987 -1.569 -0.194 -1.9072 1.1514 0.7565 -0.96
H -2.262 -1.023 0.601 1.1902 -1.2462 -1.4184 0.48
H -1.102 -1.901 -0.148 0.7343 0.1119 0.6631 0.48
```
Positions in Å, forces in eV/Å.

Output
**SMILES**: B=S.O
**Net charge**: 0
**Strongest force on any atom**: 3.375 eV Å⁻¹
**Lowest unoccupied orbital energy**: 0.2 eV
**Energy relative to the best compared isomer or geometry (same formula, charge and spin)**: 169.82 kJ/mol
**Gap between HOMO and LUMO**: 10.96 eV

C35H47BrF5NO3SSi3W | ωB97M-V/def2-TZVPD

XYZ file:
```
97
Properties=species:S:1:pos:R:3:forces:R:3:lowdin_spin:R:1
W -0.003 0.079 0.156 1.0858 -1.2210 -0.9292 0.68
C -0.336 3.472 1.397 0.0666 0.0490 -0.1779 0.01
Si -0.987 1.761 1.860 -0.6337 0.0263 0.4880 0.01
C -0.590 1.541 3.677 0.2066 -0.2322 0.0695 0.00
C -2.869 1.652 1.844 -0.0585 -0.0065 -0.0944 0.00
C -3.621 2.565 2.593 0.0283 0.0279 -0.0436 0.00
C -4.991 2.419 2.737 0.0129 0.0025 -0.0130 0.00
C -5.637 1.347 2.132 0.0149 -0.0134 -0.0138 0.00
C -4.910 0.446 1.371 0.0440 0.0099 -0.0061 0.00
C -3.526 0.586 1.211 -0.0599 -0.0689 0.2121 0.00
Si -2.634 -0.591 0.052 -0.5060 0.3993 -0.0249 0.00
C -3.189 -2.351 0.321 0.2277 -0.2204 0.0807 0.00
C -3.281 -0.178 -1.670 0.1517 0.0583 -0.1780 0.00
H -0.045 4.010 2.302 -0.0157 -0.0184 0.0045 0.00
H -1.085 4.071 0.876 0.0131 0.0006 0.0194 0.00
H 0.543 3.412 0.751 0.0207 0.0469 0.0165 0.00
H -1.192 2.250 4.251 -0.0045 0.0170 -0.0359 0.00
H 0.461 1.729 3.893 -0.0359 0.0483 0.0039 0.00
H -0.842 0.538 4.028 0.0005 0.0499 0.0377 0.00
H -3.127 3.402 3.080 -0.0239 -0.0139 0.0105 0.00
H -5.555 3.132 3.324 0.0017 -0.0062 0.0011 0.00
H -6.704 1.215 2.257 0.0030 0.0151 -0.0132 0.00
H -5.430 -0.381 0.896 -0.0102 0.0266 0.0148 0.00
H -4.234 -2.407 0.010 0.0141 0.0219 -0.0414 0.00
H -3.129 -2.685 1.354 -0.0610 -0.0023 -0.0200 0.00
H -2.625 -3.052 -0.300 -0.0445 0.0086 -0.0053 0.00
H -4.109 -0.861 -1.875 -0.0036 0.0107 0.0349 0.00
H -2.541 -0.323 -2.456 -0.0383 -0.0094 -0.0019 0.00
H -3.669 0.838 -1.727 -0.0513 -0.0420 0.0265 0.00
O 1.775 0.074 -3.277 0.0832 0.0217 -0.0879 0.01
C 1.186 0.549 -2.356 -0.0954 0.3411 0.2179 0.00
O 1.512 0.450 -1.064 0.4110 -0.0570 -0.4700 0.01
C -0.020 1.443 -2.474 -0.0223 0.0497 0.2303 0.01
C -0.280 2.193 -3.592 -0.0451 -0.0102 -0.1019 0.00
C -1.303 3.131 -3.543 0.0432 -0.0190 -0.0230 0.01
C -2.043 3.248 -2.381 -0.0207 0.0408 -0.0014 0.00
C -1.758 2.420 -1.310 -0.0116 0.0664 0.0639 0.01
N -0.750 1.547 -1.335 -0.0887 -0.1578 -0.0798 0.00
H 0.337 2.040 -4.467 0.0113 0.0342 0.0074 0.00
H -1.507 3.768 -4.393 -0.0219 -0.0286 -0.0085 0.00
H -2.844 3.968 -2.293 -0.0188 -0.0302 0.0014 0.00
H -2.355 2.453 -0.409 0.0036 0.0095 -0.0028 0.00
S -0.941 -2.110 2.746 -0.0857 -0.3468 0.4045 0.13
C -0.685 -1.132 1.606 -0.4582 0.8783 -0.4171 0.05
F 1.010 -6.403 -1.868 -0.0044 -0.0157 0.0074 0.00
C 0.640 -5.132 -1.760 0.0216 -0.0363 0.0084 0.00
C 1.262 -4.298 -0.849 -0.0013 -0.0156 0.0154 0.00
F 2.237 -4.748 -0.063 0.0140 0.0001 0.0040 0.00
C 0.850 -2.986 -0.766 0.0206 0.0846 -0.0050 0.00
F 1.444 -2.146 0.122 0.1669 -0.0227 0.1562 0.02
C -0.156 -2.443 -1.548 0.0090 0.1183 0.0971 0.00
O -0.521 -1.162 -1.447 -0.2761 -0.0625 0.4395 0.04
C -0.770 -3.307 -2.450 -0.0543 0.0003 -0.0626 0.00
F -1.761 -2.852 -3.218 -0.0240 0.0034 -0.0119 0.00
C -0.380 -4.630 -2.554 -0.0367 0.0017 -0.0335 0.00
F -0.995 -5.434 -3.412 0.0035 0.0001 -0.0356 0.00
C 5.070 2.553 2.438 0.0350 -0.0151 0.0729 0.00
C 4.402 1.910 3.665 0.0270 0.1566 -0.0839 0.00
C 5.384 1.970 4.855 -0.0049 -0.0494 -0.0047 0.00
C 3.164 2.761 3.994 0.0746 -0.0608 0.0691 0.00
Si 4.044 0.078 3.363 -0.4773 -0.0271 -0.3257 0.00
Br 2.086 0.402 1.716 0.2325 0.1972 0.5143 0.02
C 3.253 -0.903 4.774 -0.0392 -0.0017 0.1060 0.00
C 2.425 -0.006 5.706 0.0551 -0.0355 0.0128 0.00
C 2.319 -2.018 4.282 0.1381 -0.0558 0.0369 0.00
C 4.402 -1.526 5.597 0.0211 0.0439 -0.0011 0.00
C 5.205 -0.871 2.210 -0.0071 -0.0587 -0.1991 0.00
C 6.616 -0.778 2.831 -0.0184 -0.0002 0.0282 0.00
C 5.258 -0.325 0.769 0.0492 0.0096 0.0802 0.00
C 4.802 -2.350 2.095 0.0296 0.0249 0.0324 0.00
H 5.231 3.614 2.648 0.0041 -0.0121 0.0019 0.00
H 4.442 2.480 1.549 0.0139 0.0244 0.0026 0.00
H 6.043 2.115 2.217 -0.0103 0.0188 -0.0167 0.00
H 5.648 3.016 5.034 0.0165 -0.0130 0.0023 0.00
H 6.311 1.425 4.660 -0.0123 0.0340 0.0127 0.00
H 4.949 1.580 5.776 0.0106 0.0429 -0.0069 0.00
H 3.498 3.790 4.153 -0.0132 -0.0094 -0.0029 0.00
H 2.653 2.440 4.899 -0.0138 0.0131 0.0016 0.00
H 2.447 2.767 3.174 0.0167 0.0355 -0.0061 0.00
H 1.604 0.479 5.177 -0.0162 -0.0105 0.0254 0.00
H 3.027 0.756 6.200 -0.0340 0.0044 -0.0031 0.00
H 1.989 -0.633 6.489 0.0117 0.0111 -0.0019 0.00
H 1.517 -1.617 3.666 -0.0093 0.0212 0.0128 0.00
H 1.867 -2.496 5.156 0.0117 0.0010 -0.0194 0.00
H 2.835 -2.788 3.714 -0.0287 -0.0031 -0.0066 0.00
H 5.057 -0.766 6.032 -0.0160 -0.0339 0.0053 0.00
H 5.018 -2.211 5.015 -0.0280 -0.0182 0.0208 0.00
H 3.966 -2.097 6.421 0.0126 0.0199 0.0068 0.00
H 6.998 0.244 2.840 0.0094 -0.0283 -0.0258 0.00
H 7.299 -1.379 2.226 0.0043 0.0023 0.0175 0.00
H 6.654 -1.164 3.853 0.0289 -0.0019 -0.0381 0.00
H 5.617 0.699 0.712 0.0083 0.0013 -0.0181 0.00
H 4.288 -0.375 0.277 0.0315 -0.0339 -0.0335 0.00
H 5.951 -0.950 0.200 0.0114 0.0161 0.0159 0.00
H 4.844 -2.879 3.046 0.0016 -0.0159 -0.0157 0.00
H 5.505 -2.844 1.418 -0.0109 0.0029 0.0030 0.00
H 3.802 -2.465 1.672 0.0169 -0.0088 -0.0063 0.00
```
Positions in Å, forces in eV/Å.

Output
**Net charge**: +1
**⟨S²⟩**: 0.762
**Strongest force on any atom**: 1.880 eV Å⁻¹
**Lowest unoccupied orbital energy (spin up / spin down)**: -4.2 / -4.8 eV
**Energy relative to the best compared isomer or geometry (same formula, charge and spin)**: 36.09 kJ/mol
**Gap between HOMO and LUMO (spin up / spin down)**: 6.66 / 6.07 eV
**2S+1**: 2

C10H16 | ωB97M-V/def2-TZVPD

XYZ file:
```
26
Properties=species:S:1:pos:R:3:forces:R:3:nbo_charge:R:1
C 0.440 2.303 -1.618 2.6917 0.1165 -0.6754 -0.64
C -0.472 1.632 -0.645 0.2748 1.6617 -1.6935 -0.01
C -1.599 1.040 -1.117 -1.9175 -0.1784 1.4361 -0.23
C -2.621 0.691 -0.166 0.2202 -1.7701 -0.4783 -0.18
C -2.471 0.661 1.264 2.8457 3.2433 -4.2144 -0.23
C -1.294 1.453 1.584 -1.3966 -1.8011 1.3558 -0.18
C -0.370 1.940 0.671 -0.0790 -0.7536 1.5991 -0.24
H 0.235 2.024 -2.658 0.3349 -0.5409 0.2245 0.22
H 1.578 2.225 -1.381 -1.8596 -0.5025 -0.4445 0.22
H 0.373 3.382 -1.704 -0.6767 0.4242 0.6510 0.22
H -1.739 1.056 -2.201 -0.3944 -0.5130 0.4326 0.21
H -3.473 0.243 -0.665 -0.4042 0.0257 0.4008 0.20
H -3.239 0.382 1.946 -0.1862 -0.2921 0.3853 0.23
H -1.154 1.511 2.651 0.4887 0.6572 0.2288 0.21
H 0.515 2.496 0.920 0.0700 0.2170 0.7999 0.21
C 1.668 -2.416 -0.879 -0.2362 -3.4005 1.3705 -0.60
C 1.884 -2.566 0.651 -1.0543 3.3981 -1.1985 -0.40
C 0.816 -1.597 1.220 -0.4927 3.2945 -0.0872 -0.65
H 2.083 -3.369 -1.232 0.1048 0.5866 -1.0076 0.20
H 1.985 -1.559 -1.382 1.0456 1.3444 -0.4370 0.21
H 0.610 -2.475 -1.014 -0.8266 -0.1390 -0.4378 0.20
H 1.778 -3.597 0.902 0.1033 -0.5257 0.5574 0.20
H 2.869 -2.108 0.842 -0.2277 -0.7592 0.5417 0.20
H -0.298 -1.628 0.998 1.3554 -1.0599 0.1213 0.22
H 0.901 -1.189 2.225 0.0814 -1.1182 0.8207 0.21
H 0.996 -0.536 0.789 0.1352 -1.6151 -0.2513 0.21
```
Positions in Å, forces in eV/Å.

Output
**SMILES**: Cc1ccccc1.CCC
**Net charge**: 0
**Strongest force on any atom**: 6.031 eV Å⁻¹
**Lowest unoccupied orbital energy**: 0.9 eV
**Energy relative to the best compared isomer or geometry (same formula, charge and spin)**: 214.33 kJ/mol
**Gap between HOMO and LUMO**: 10.10 eV

Copy entry 2 word for word.
BH3OS | ωB97M-V/def2-TZVPD

XYZ file:
```
6
Properties=species:S:1:pos:R:3:forces:R:3:nbo_charge:R:1
B 2.753 -0.585 -0.492 -2.4469 1.3566 1.8884 0.32
S 1.666 0.175 0.436 0.9508 -0.2403 -0.5663 -0.24
H 3.267 -1.311 -1.142 1.4789 -1.1335 -1.3233 -0.08
O -1.987 -1.569 -0.194 -1.9072 1.1514 0.7565 -0.96
H -2.262 -1.023 0.601 1.1902 -1.2462 -1.4184 0.48
H -1.102 -1.901 -0.148 0.7343 0.1119 0.6631 0.48
```
Positions in Å, forces in eV/Å.

Output
**SMILES**: B=S.O
**Net charge**: 0
**Strongest force on any atom**: 3.375 eV Å⁻¹
**Lowest unoccupied orbital energy**: 0.2 eV
**Energy relative to the best compared isomer or geometry (same formula, charge and spin)**: 169.82 kJ/mol
**Gap between HOMO and LUMO**: 10.96 eV